C25H26AuN5O3S as an isolated structure in a non-equilibrium geometry. Source: the Open Molecules 2025 dataset; level of theory: wB97M-V/def2-TZVPD.

LUMO energy (spin up / spin down), eV: -5.57 / -8.88
Multiplicity: 3
Frontier orbital gap (spin up / spin down), hartree: 0.303 / 0.186
Maximum force, eV/Å: 8.094
Charge: +2
HOMO level (spin up / spin down), eV: -13.820 / -13.942

The geometry in XYZ format:
```
61
C25H26AuN5O3S | the Open Molecules 2025 dataset | wB97M-V/def2-TZVPD
Au -0.1566 0.5520 -0.4056
C 1.0837 3.4334 -0.7270
C 2.1804 2.8359 0.1668
C 2.7822 1.5511 -0.3187
C 4.1618 1.4562 -0.4917
C 4.7296 0.2481 -0.8532
C 3.8995 -0.8452 -1.0649
C 2.5395 -0.6727 -0.9056
N 2.0027 0.4879 -0.5319
N -0.2499 2.9062 -0.4533
C -1.2008 3.1336 -1.5421
C -2.4266 2.2819 -1.3565
C -3.6955 2.7904 -1.6049
C -4.8062 1.9766 -1.4557
C -4.6084 0.6669 -1.0446
C -3.3161 0.2409 -0.8037
N -2.2490 1.0185 -0.9519
C -0.7985 3.3798 0.8170
C -0.3869 2.5845 2.0349
C -0.3757 3.2008 3.2819
C 0.0587 2.4798 4.3832
C 0.4818 1.1692 4.2045
C 0.3954 0.6270 2.9358
N -0.0443 1.3100 1.8855
H 1.0905 4.5217 -0.5753
H 1.3271 3.2325 -1.7729
H 2.9808 3.5683 0.2544
H 1.7857 2.6606 1.1670
H 4.7887 2.3209 -0.3478
H 5.7978 0.1635 -0.9802
H 4.2889 -1.8024 -1.3689
H 1.8474 -1.4821 -1.0856
H -1.4858 4.1914 -1.6130
H -0.7301 2.8509 -2.4889
H -3.8069 3.8189 -1.9084
H -5.7985 2.3524 -1.6489
H -5.4336 -0.0089 -0.9082
H -3.1409 -0.7726 -0.4778
H -0.5087 4.4253 0.9858
H -1.8911 3.3390 0.7591
H -0.6965 4.2266 3.3822
H 0.0904 2.9383 5.3593
H 0.8651 0.5894 5.0269
H 0.7134 -0.3842 2.7325
N -0.6543 -1.7667 0.2215
C -0.3086 -3.0730 -0.2273
C -0.9017 -3.5894 -1.3813
C -0.6944 -4.9134 -1.7386
C 0.1028 -5.6713 -0.9199
C 0.7702 -5.1892 0.1764
C 0.5565 -3.8653 0.5279
S 0.3094 -7.5220 -1.2741
O -0.9413 -7.8153 -1.9009
O 0.5549 -8.0255 0.0412
O 1.4519 -7.2520 -2.1208
H -0.3954 -1.6415 1.1967
H -1.6544 -1.6321 0.1238
H -1.5433 -2.9621 -1.9811
H -1.1662 -5.3383 -2.6080
H 1.4005 -5.8385 0.7616
H 1.0292 -3.4639 1.4136
```

---

C27H64N3O13P2S4 as an isolated structure in a non-equilibrium geometry. Source: the Open Molecules 2025 dataset; level of theory: wB97M-V/def2-TZVPD.

LUMO energy, eV: -2.17
ΔE to the lowest compared entry with this formula, charge and spin, kcal per mole: 0.00
Frontier orbital gap, hartree: 0.305
Maximum force, eV/Å: 1.115
Charge: +1
HOMO level, eV: -10.470

The geometry in XYZ format:
```
113
C27H64N3O13P2S4 | the Open Molecules 2025 dataset | wB97M-V/def2-TZVPD
C 3.2410 -0.9570 0.4841
C 2.5791 -0.2344 -0.6885
O 1.5128 0.6107 -0.2560
C 1.7896 1.9883 -0.3221
C 1.5820 2.5866 -1.7236
O 0.6416 1.7978 -2.4149
C 0.3141 2.2693 -3.6946
C -0.9112 1.4927 -4.1234
O -1.8306 1.5765 -3.0469
C -3.0093 0.8668 -3.2275
C -3.8018 0.8285 -1.8742
S -2.6005 1.2001 -0.4775
N -4.7988 1.9421 -1.9036
P -4.1546 3.4019 -1.1430
C -5.4853 4.5432 -0.6207
C -3.5031 4.3885 -2.5618
C -2.2567 5.1637 -2.1078
C -6.1756 1.6016 -1.5927
C -6.4022 0.6489 -0.4218
C -6.1445 1.3630 0.8883
C -7.8852 0.2068 -0.4870
N -8.3696 -0.4272 0.7290
C -9.3391 0.3648 1.4934
N -5.5466 -0.6340 -0.6110
C -5.2275 -1.4179 0.6797
C -3.9438 -1.1670 1.4591
C -3.9855 -0.1919 2.6279
S -2.5588 -0.3819 3.7081
O -2.9502 -0.0856 5.0410
O -1.9044 -1.6086 3.3795
O -1.6292 0.8322 3.2566
C -4.4921 -0.5561 -1.7408
C -5.2325 -0.8977 -3.0736
P -3.3385 -2.0353 -1.5999
O -4.1544 -3.2455 -1.3613
H 3.2874 -2.0332 0.3166
H 4.2632 -0.6136 0.6440
H 2.6744 -0.7799 1.3982
H 3.3148 0.3455 -1.2541
H 2.1410 -0.9500 -1.3884
H 2.8226 2.1876 -0.0132
H 1.1189 2.4681 0.3924
H 2.5231 2.6349 -2.2881
H 1.2102 3.6151 -1.6152
H 0.1180 3.3497 -3.6927
H 1.1234 2.0791 -4.4139
H -1.3408 1.9057 -5.0439
H -0.6398 0.4414 -4.2847
H -2.7741 -0.1453 -3.5788
H -3.6568 1.3374 -3.9778
H -1.5650 0.3491 -0.6465
H -4.9578 5.4812 -0.4386
H -5.9477 4.2233 0.3123
H -6.2738 4.7313 -1.3569
H -4.2757 5.0872 -2.8920
H -3.2694 3.7021 -3.3743
H -1.3499 4.5927 -2.3035
H -2.1834 6.1239 -2.6182
H -2.2827 5.3771 -1.0360
H -6.7215 2.5139 -1.3588
H -6.6826 1.1945 -2.4753
H -6.3281 0.7350 1.7529
H -5.1438 1.7955 0.9212
H -6.8575 2.1877 0.9397
H -8.0368 -0.4522 -1.3513
H -8.4556 1.1174 -0.7099
H -8.8048 -1.3083 0.4920
H -8.8333 1.1163 2.1007
H -10.0663 0.8717 0.8486
H -9.8806 -0.2941 2.1691
H -6.2328 -1.2601 -1.0272
H -5.2281 -2.4543 0.3514
H -6.1157 -1.2964 1.2983
H -3.6665 -2.1429 1.8643
H -3.1143 -0.8859 0.8143
H -4.8759 -0.2766 3.2506
H -3.9269 0.8388 2.2817
H -1.6208 0.9480 2.2950
H -5.6031 -0.0067 -3.5718
H -4.5663 -1.3917 -3.7795
H -6.0534 -1.5970 -2.9085
H -2.3231 -1.7521 -0.6816
H -2.6869 -1.9899 -2.8386
O 6.7593 0.5992 0.2683
S 8.0487 0.1945 -0.2173
O 8.3115 -1.1981 -0.4044
O 9.1622 0.8535 0.6867
C 9.0598 0.6855 2.1312
C 9.5115 -0.6790 2.5917
C 8.4266 1.0625 -1.7000
H 8.0348 0.9030 2.4331
H 9.6954 1.4758 2.5248
H 8.8371 -1.4637 2.2585
H 9.5502 -0.7044 3.6810
H 10.5044 -0.9028 2.2006
H 8.2485 2.1222 -1.5417
H 7.7645 0.6675 -2.4674
H 9.4645 0.8704 -1.9577
O 8.1795 -3.6413 3.0788
S 8.7930 -4.5844 3.9674
O 10.1352 -4.3536 4.4051
O 8.6669 -6.0298 3.3328
C 9.1201 -6.1920 1.9590
C 10.6250 -6.2809 1.8527
C 7.7584 -4.8556 5.3621
H 8.7138 -5.3751 1.3621
H 8.6431 -7.1154 1.6384
H 11.0998 -5.3348 2.1061
H 10.8939 -6.5418 0.8285
H 11.0127 -7.0462 2.5247
H 6.7491 -5.0556 5.0144
H 7.7912 -3.9424 5.9523
H 8.1553 -5.6916 5.9316
```

---

> What is the maximum force in the first record?

8.094 eV/Å